Record 1
171
Properties=species:S:1:pos:R:3 method="wB97M-V/def2-TZVPD" lumo_energy_ev=-4.3 max_force_ha_per_bohr=0.071 charge=+1 homo_energy_ev=-10.146
H 3.593 -3.712 -1.154
H 5.978 -9.993 -2.497
H 0.658 -7.947 7.505
C 2.472 1.098 -0.789
C 5.613 -6.596 -0.254
C -6.730 5.266 4.551
H -5.674 11.160 7.424
H 3.970 -8.489 -0.836
H 2.117 -7.591 8.458
O 0.978 -7.197 1.612
H -1.435 -1.251 -5.762
H -4.961 4.919 -1.066
H 3.638 0.992 -0.629
C -3.783 8.465 -0.435
H 6.262 -2.422 -7.527
H -5.908 5.892 2.363
H 5.247 -7.076 0.662
H 7.913 -2.733 -6.945
C -3.412 1.468 -3.271
O 6.805 -6.425 -7.758
H 3.635 -4.054 -3.085
H 1.428 -8.810 3.734
C 6.854 -7.313 -0.795
H -1.095 -6.928 1.685
C 5.394 -2.294 -3.591
C 1.086 -4.443 10.274
H -3.654 3.262 -4.655
C 3.354 -3.290 -2.239
H 0.162 -4.887 6.192
H 2.277 1.329 -3.630
H -2.627 4.255 -1.463
H 5.039 -6.923 -6.869
C 1.127 -6.786 2.975
H 1.804 0.286 -0.238
H -5.467 8.322 1.948
H -0.504 -10.330 3.700
N 0.915 3.128 -3.904
H -8.340 14.887 8.633
C -8.968 11.171 7.406
H 4.936 0.764 -4.135
H -6.929 5.124 5.617
H -5.565 5.375 -2.669
H 0.093 0.375 -3.234
I -3.042 1.265 -6.471
H 2.240 -1.939 -4.396
C 1.142 -7.206 8.148
H 1.206 3.530 -4.823
H 6.287 2.160 -5.659
O -5.535 6.022 4.416
C -6.652 10.823 7.777
H -5.674 0.772 -2.975
H -0.867 -3.511 7.936
H -9.605 10.849 6.576
O 1.350 -6.001 7.418
C 0.802 -7.932 3.939
C 1.485 -2.754 -4.025
H -1.633 5.685 -1.820
H -6.603 4.286 4.083
C 5.898 -6.276 -6.661
C 0.134 -5.272 7.216
H 0.895 -3.423 8.088
H 0.169 -1.820 -6.584
C -0.827 -9.453 3.131
C -5.029 1.772 -3.016
H -3.341 0.307 -3.459
C 5.406 -4.830 -6.538
C -7.824 13.940 8.809
O -3.603 5.839 -2.364
C 4.281 -1.919 -2.416
C 1.739 -2.961 -2.418
C -7.434 8.678 4.431
H 3.642 -0.990 -2.789
H 2.175 -6.501 3.109
H 1.243 3.024 -0.955
H -4.278 6.383 2.851
H 7.341 -8.942 -2.941
C -2.611 5.349 -1.467
H 1.299 -3.397 10.508
H -9.474 13.279 7.167
H -7.149 9.732 4.502
C 3.557 -7.492 -1.022
H 1.109 -3.844 -1.979
H 5.678 -8.284 -2.867
H -1.902 -9.529 2.947
C 6.386 -8.983 -2.409
H 1.661 -3.738 -4.671
H 2.931 -7.539 -1.917
H 1.539 -1.923 -1.872
H -4.299 9.413 -0.611
H -5.512 2.429 -3.875
H 7.226 -6.825 -1.704
H -0.162 -5.657 0.840
H -7.212 13.685 7.937
H 6.601 -0.496 -2.852
H 7.179 -3.841 -8.120
H 4.846 -2.601 -4.580
H 7.714 1.182 -4.872
H -9.001 10.393 8.178
H 8.362 -7.450 -6.868
H 2.937 -7.185 -0.174
H 4.652 -4.782 -5.746
C -5.457 7.031 -1.302
H -0.737 -5.933 7.304
C -0.325 2.279 -4.113
C 0.388 0.191 -5.338
C -2.866 2.370 -4.561
C 0.029 -4.089 8.184
C 5.610 0.100 -4.846
H 5.884 -5.564 -0.007
H -7.589 5.779 4.105
N -1.508 2.995 -4.336
H -8.514 8.595 4.577
O -4.731 7.448 -0.141
H -6.667 9.729 7.781
C -9.497 12.505 7.943
H -0.678 -3.310 -4.555
C 6.384 -1.011 -3.902
H -0.389 -7.251 0.089
H -5.434 7.805 -2.077
C -0.085 -2.318 -4.269
O -8.771 12.923 9.103
C -0.234 -6.730 1.037
H -0.312 -9.427 2.165
C -4.927 5.697 -1.839
C 6.976 -3.204 -7.253
H -6.499 6.896 -0.993
H -3.171 8.211 -1.308
H 7.060 0.725 -6.633
H 1.012 -7.601 4.961
H -2.840 1.717 -2.282
H 8.801 -6.373 -8.212
H -7.162 14.054 9.672
H 7.645 -7.264 -0.040
N -0.306 0.766 -4.123
H 3.011 3.044 -3.355
H -2.761 5.725 -0.450
H 1.930 -4.878 9.727
H -1.465 4.058 -4.335
O -7.118 8.181 3.135
H 1.547 -0.024 -5.175
H 8.400 -5.678 -6.630
C -5.342 6.499 3.080
H 4.996 -0.429 -5.700
H 6.356 -6.617 -5.725
H 0.535 -7.039 9.044
H 7.392 -1.359 -4.433
H -6.801 11.199 8.794
H -3.122 8.580 0.428
H -5.138 8.590 3.668
O -0.588 -8.273 3.891
H 5.971 -3.252 -3.205
C 6.747 1.086 -5.554
O 6.470 -3.952 -6.153
C -0.279 -1.321 -5.597
O 6.590 -8.700 -1.032
O -0.124 -4.535 9.535
C 8.160 -6.482 -7.333
C 2.026 2.387 -3.198
H -0.576 -1.869 -3.296
C 1.839 2.230 -1.576
H -6.934 8.106 5.220
H 0.962 -4.995 11.209
H 4.806 -1.588 -1.412
H 4.937 -4.492 -7.470
O -7.643 11.313 6.880
H -5.180 2.410 -2.019
C -5.711 7.981 2.959
H 0.327 0.872 -6.303
H 0.509 -5.906 3.188
H -10.539 12.370 8.251
O 4.580 -6.527 -1.243

Record 2
79
Properties=species:S:1:pos:R:3 method="wB97M-V/def2-TZVPD" lumo_energy_ev="1.7 / 1.5" multiplicity=4 max_force_ha_per_bohr=0.004 charge=-1 homo_energy_ev="-5.647 / -5.982" e_above_lowest_kcal_mol=0.35 s_squared=3.7867
C 3.287 -0.168 3.696
C -0.419 -2.461 -3.220
Tc 1.906 0.894 -0.732
H -0.199 -1.518 -3.704
C 3.423 1.304 1.792
H 5.264 4.837 1.227
C 5.068 1.424 3.564
C -3.065 0.960 -2.397
N -1.794 0.672 -0.569
C -4.745 -3.604 -2.657
O 1.062 -0.528 -1.854
H -5.524 0.136 -3.201
N 0.864 2.666 -0.988
H -0.983 -0.998 6.679
H 0.317 1.541 1.969
H -3.563 1.311 -3.283
C -2.158 1.544 -1.571
H -2.428 -1.314 -0.190
H 1.176 2.556 4.008
C -3.864 -2.646 -2.197
N 4.016 1.029 -2.972
C -5.298 -0.913 -3.070
C -1.004 -3.506 -3.920
C 4.434 0.388 4.234
H -7.073 -1.579 -4.063
C 0.697 1.777 4.590
C -0.091 -2.619 -1.876
C 0.141 0.685 3.930
H -0.092 -3.940 -0.196
N 0.105 3.223 -0.006
C -4.140 -1.297 -2.397
C 4.528 4.048 1.375
N 1.407 -0.434 0.545
H -0.902 -1.166 4.191
O 5.268 2.876 1.714
C -0.462 -0.311 4.692
H -1.258 -3.376 -4.964
H 3.945 3.904 0.468
C -5.904 -3.224 -3.332
H 3.857 4.328 2.192
C 0.657 1.881 5.973
O 3.007 1.761 0.605
N 1.430 3.341 -3.223
N 4.270 1.589 -4.095
N 0.690 -1.537 0.139
H -1.711 -5.530 -3.840
C 2.765 0.282 2.487
C 2.539 2.528 -3.351
C -0.944 -4.872 -1.944
C -2.456 -0.424 -0.798
H 1.087 2.726 6.493
C 0.786 3.513 -2.023
H 1.375 4.115 -3.863
C -1.263 -4.714 -3.287
N -0.005 4.528 -1.740
C 4.573 1.886 2.356
C 0.245 0.556 2.437
H -1.139 -5.814 -1.447
F 0.004 0.961 8.040
H 4.826 0.028 5.176
H -2.941 -2.949 -1.720
C -6.172 -1.873 -3.542
N -7.551 -5.018 -4.198
C -0.513 -0.231 6.077
N -0.406 4.300 -0.466
N -3.260 -0.319 -1.903
H -4.526 -4.652 -2.508
H 2.771 -0.963 4.223
C -6.818 -4.220 -3.813
C 0.051 0.869 6.688
C 0.568 -1.514 -1.149
C -0.360 -3.830 -1.238
N 3.362 2.553 -4.375
H -0.652 0.087 2.026
H -1.763 2.546 -1.621
H 5.962 1.892 3.955
N 2.902 1.609 -2.453
C 1.459 -0.295 1.999
H 1.355 -1.302 2.411

Record 3
59
Properties=species:S:1:pos:R:3 method="wB97M-V/def2-TZVPD" lumo_energy_ev=-5.1 max_force_ha_per_bohr=0.014 charge=+1 homo_energy_ev=-11.883 e_above_lowest_kcal_mol=0.00
C -0.236 -2.214 -0.073
N 0.108 4.906 0.732
N -2.447 -0.314 -0.462
C -4.604 -2.024 -0.669
C 2.853 0.831 0.119
H -0.436 -2.298 0.990
N 0.039 4.329 1.958
C -3.869 -1.676 -1.793
N -0.407 3.105 -3.621
C 4.911 0.611 -1.122
N -0.400 2.776 0.556
C 0.397 -1.034 -0.564
N -0.655 1.859 -4.063
N -0.670 1.738 -1.931
H 1.708 -2.945 4.459
C -0.577 -3.237 -0.918
H -0.607 -3.916 -2.960
C -0.326 -3.109 -2.294
N -6.604 -3.654 -0.859
C -0.740 -0.622 4.162
H -2.187 -0.514 -2.496
H -4.124 -2.066 -2.768
C 1.563 -1.509 2.877
N -0.807 1.040 -3.090
C 3.285 2.069 0.608
H 6.287 2.241 -0.936
H 2.664 2.639 1.293
H 3.358 -0.861 -1.129
C -0.019 -1.686 4.679
H -2.869 -0.195 1.567
H 1.150 -0.083 -2.348
C -0.306 0.010 3.003
C 0.279 -1.978 -2.809
H 0.456 -1.876 -3.871
C -3.173 -0.636 0.625
H -0.818 0.909 2.664
H -1.036 -4.139 -0.535
H -0.347 -2.167 5.591
C 1.138 -2.125 4.043
H 4.845 3.534 0.596
C -5.717 -2.931 -0.774
N -0.244 3.092 1.892
H -0.026 4.965 -1.866
C 5.325 1.845 -0.640
C -4.250 -1.488 0.566
C 0.845 -0.432 2.343
H 2.460 -1.868 2.383
H -1.621 -0.260 4.678
N -0.189 4.055 -1.460
C 0.649 -0.955 -1.946
C -0.161 3.941 -0.108
H 5.550 0.045 -1.787
Os -0.816 0.981 -0.105
Si 1.239 0.165 0.644
H -4.806 -1.726 1.461
C -0.413 3.002 -2.313
C 4.516 2.574 0.223
C 3.676 0.102 -0.749
C -2.792 -0.823 -1.654

Record 4
26
Properties=species:S:1:pos:R:3 method="wB97M-V/def2-TZVPD" lumo_energy_ev="-3.8 / -3.8" max_force_ha_per_bohr=0.107 charge=+1 homo_energy_ev="-11.281 / -11.281" e_above_lowest_kcal_mol=152.58
N -0.650 2.076 1.891
H 1.436 1.320 -1.800
H 1.357 -2.186 -0.939
C -0.750 -0.977 -1.556
C -0.449 -1.645 1.965
H 1.479 -1.577 -2.678
C 0.586 0.875 -2.199
H -0.844 -1.245 -2.672
H -0.888 -1.987 -1.266
H -0.219 1.506 -1.954
H 0.144 1.375 3.688
C 1.558 -1.294 -1.606
C -0.589 1.075 2.993
H -1.429 -2.169 1.621
C 0.168 -0.540 1.157
N 0.442 0.216 0.107
N 0.475 -0.357 -1.288
H -1.613 -0.439 -1.335
C -0.245 -0.217 2.347
H -0.742 3.051 2.300
C -0.503 2.036 0.631
H -1.511 1.042 3.572
H 2.566 -0.858 -1.501
O -0.633 2.614 -0.370
H 0.284 -2.416 2.243
H 0.570 0.721 -3.351

Record 5
135
Properties=species:S:1:pos:R:3 method="wB97M-V/def2-TZVPD" lumo_energy_ev="-2.3 / -9.2" multiplicity=2 max_force_ha_per_bohr=0.062 charge=+1 homo_energy_ev="-11.179 / -11.179" e_above_lowest_kcal_mol=25.43 s_squared=0.7547
H -9.742 -17.501 9.832
H -0.566 -11.293 13.222
H -4.619 -17.778 17.606
H -0.806 -20.412 9.814
H -3.249 -17.006 9.760
C -8.334 -18.970 11.307
C -1.756 -21.837 17.342
H -5.151 -21.009 12.978
H -4.123 -18.676 8.562
H -5.446 -17.947 9.448
C -2.328 -16.523 9.435
O -2.222 -14.094 12.326
C -1.518 -23.328 17.347
H -7.081 -12.486 12.314
H -6.614 -18.703 13.838
H -7.518 -16.923 11.607
C 1.101 -19.996 13.944
H -3.966 -14.533 11.671
H -2.327 -23.820 16.807
O -7.819 -18.388 15.442
H -2.834 -23.803 10.702
H -0.714 -18.734 16.761
O -3.825 -14.661 18.010
C -5.945 -19.756 8.336
H -5.410 -20.542 7.803
C -3.830 -14.309 15.637
H -3.084 -12.955 17.294
H 1.793 -16.275 12.928
H 0.451 -19.166 13.667
C -1.747 -12.765 12.081
H -1.069 -17.414 17.861
C -3.562 -23.127 11.150
H 1.570 -14.537 12.894
H 3.325 -20.274 13.643
C 2.513 -19.552 13.560
H -1.449 -23.795 18.330
C 1.059 -15.483 13.076
C 0.593 -18.798 9.961
O 1.725 -19.580 9.855
H -0.365 -14.875 14.567
H -5.067 -12.806 10.961
H -3.889 -15.387 15.486
H -2.229 -17.248 12.486
H -5.774 -13.155 13.323
H -6.740 -20.230 8.912
H -2.958 -22.242 11.353
H -1.507 -16.880 10.056
H -0.858 -15.949 6.623
H 0.165 -16.551 14.771
H -3.294 -18.954 16.310
H -2.937 -16.235 7.330
H -0.116 -12.942 13.486
H -1.141 -12.737 11.176
H -8.689 -19.635 10.519
H -1.490 -17.324 16.146
H -1.602 -12.372 14.213
H -3.966 -23.628 12.030
H -8.594 -18.817 15.070
C 0.485 -15.551 14.480
H -0.451 -19.933 11.499
H -0.041 -20.391 15.404
C -4.748 -22.762 10.138
H -0.559 -23.505 16.861
O -1.557 -21.383 16.020
H -3.313 -16.922 13.811
H -6.325 -13.976 10.444
H -2.099 -17.724 7.678
H -3.931 -19.436 13.962
H -6.447 -19.105 7.621
H -2.320 -21.682 15.520
O -3.826 -22.567 14.903
O -4.287 -17.511 12.092
H -6.661 -16.244 15.571
H -8.957 -19.062 12.196
O -5.451 -23.983 10.020
C -3.148 -17.587 12.963
C -7.086 -17.892 14.393
H -5.552 -16.384 14.114
H -4.418 -18.968 10.978
H -7.373 -19.406 11.579
H -7.061 -14.228 12.761
O -3.714 -17.472 17.702
C -6.073 -16.895 14.924
H 1.283 -15.178 15.122
O -0.921 -15.932 7.581
C -2.123 -16.661 7.917
C -5.023 -18.901 9.135
O -4.573 -19.621 10.291
H -5.378 -21.997 10.593
H -2.441 -15.470 9.695
H -1.415 -14.612 12.275
C -3.076 -13.999 16.978
C -0.631 -19.573 10.487
O 0.909 -20.274 15.332
H -1.573 -19.031 10.402
H 0.823 -20.827 13.296
C -3.108 -19.071 13.348
H -5.788 -22.284 15.644
C -5.659 -13.674 11.252
H -4.211 -23.434 14.750
C -1.460 -17.981 17.016
H -3.242 -13.912 14.809
H -2.663 -12.180 12.010
H -2.051 -14.366 16.931
H -4.359 -22.349 9.208
H -7.459 -17.500 9.990
H -5.720 -24.211 10.913
H -4.869 -13.980 15.620
C -5.748 -21.588 13.682
O -9.376 -16.963 10.538
H -4.643 -16.620 12.075
O 0.066 -15.590 12.152
H -3.763 -15.611 17.889
C -2.921 -18.505 17.231
H 2.803 -18.652 14.103
H -6.000 -22.546 13.226
H -4.869 -20.824 15.527
C -5.042 -21.779 15.030
O -4.876 -14.789 11.503
H 1.524 -20.173 9.128
H 0.304 -18.472 8.962
H 2.494 -19.225 12.521
H -6.689 -21.066 13.853
H -5.300 -17.488 15.414
H -2.784 -21.630 17.639
C -0.978 -12.297 13.322
H 0.394 -15.288 11.302
C -8.077 -17.521 10.888
H 0.862 -17.968 10.613
H -2.890 -19.778 12.547
C -6.456 -13.360 12.498
H -2.813 -19.255 18.014
H -2.350 -19.295 14.099
H -0.967 -21.451 17.988
H -7.785 -17.368 13.741

Record 6
16
Properties=species:S:1:pos:R:3 method="wB97M-V/def2-TZVPD" lumo_energy_ev=0.8 max_force_ha_per_bohr=0.096 charge=0 homo_energy_ev=-7.315 e_above_lowest_kcal_mol=60.47
H -0.285 -0.121 3.232
H 0.621 1.693 0.025
H -0.387 0.985 1.954
C 0.870 -0.499 0.186
O 1.104 0.769 -1.880
H -0.639 -0.660 -2.371
C 0.635 0.763 -0.546
C 0.508 -0.759 1.471
O -1.820 0.683 0.197
H 0.700 -1.741 1.891
C -1.019 0.180 -0.560
H -2.315 -0.417 -1.995
H 2.067 0.744 -1.852
H 1.225 -1.326 -0.418
N -1.359 -0.486 -1.689
N 0.093 0.191 2.354